CH4FN2O | ωB97M-V/def2-TZVPD

Atoms and positions in Å:
N (-1.1050, -0.3436, 0.5962)
C (0.1427, -0.4887, 0.8604)
F (0.2663, -1.1096, 2.0048)
N (1.1220, 0.1660, 0.2003)
O (0.8133, 0.7105, -0.9956)
H (-1.6407, 0.0986, -0.2474)
H (-1.6006, -0.4913, 1.5106)
H (2.0514, -0.1924, 0.4013)
H (0.8397, 1.6658, -0.9358)

Cartesian forces, eV/Å:
-3.555 0.808 -0.536
-0.202 2.032 -0.672
2.002 0.256 -0.652
-0.103 -2.142 2.609
-0.283 -0.952 -0.867
1.913 -1.075 2.114
-0.374 -0.033 -1.767
0.393 0.407 -0.667
0.208 0.699 0.438

## Properties
Gap between HOMO and LUMO: 12.2 eV
Molecular weight: 79.05 g/mol
LUMO level: -4.251 eV
Largest force on an atom: 3.69 eV/Å
Charge: +1
Spin multiplicity: 1
DFT total energy: -324.7850 Eh
Structure (SMILES): [NH2+]=C(F)NO
E_HOMO: -16.50 eV
Energy above the lowest of the compared OMol25 structures with the same formula, charge and spin: 42.1 kJ/mol

***

CH4FN3 | ωB97M-V/def2-TZVPD

Atoms and positions in Å:
C (-0.5949, -0.0256, 0.3205)
N (-1.7705, -0.2773, 0.1383)
N (0.2161, 0.7985, 0.8957)
N (1.1255, -1.3597, -0.9970)
F (2.2002, -0.6922, -0.3681)
H (-2.1262, -1.0315, -0.4223)
H (-0.0959, 1.5360, 1.5133)
H (1.2109, 0.6186, 0.8125)
H (1.0242, -0.8430, -1.8766)

Cartesian forces, eV/Å:
0.221 -1.736 -1.935
-0.307 0.373 0.455
1.004 0.709 0.630
-1.405 0.250 1.162
0.353 0.274 -0.174
0.144 -0.104 -0.068
-0.106 -0.119 -0.038
-0.106 -0.040 -0.090
0.204 0.393 0.058

## Properties
Gap between HOMO and LUMO (spin up / spin down): 7.5 / 9.4 eV
Molecular weight: 77.06 g/mol
LUMO level (spin up / spin down): -0.106 / 0.144 eV
Largest force on an atom: 2.61 eV/Å
Charge: 0
Spin multiplicity: 1
DFT total energy: -304.4547 Eh
E_HOMO (spin up / spin down): -7.59 / -9.23 eV
Energy above the lowest of the compared OMol25 structures with the same formula, charge and spin: 289.5 kJ/mol

***

CH4IN2 | ωB97M-V/def2-TZVPD

Atoms and positions in Å:
N (-0.5228, -0.0843, 1.0912)
C (-0.5031, -0.0143, -0.2845)
N (0.5239, 0.2215, -1.0038)
I (2.4321, -0.0623, -0.2860)
H (-1.4287, -0.2445, 1.5854)
H (0.2678, 0.0910, 1.6557)
H (-1.4088, -0.1829, -0.7005)
H (0.6396, 0.2757, -2.0574)

Cartesian forces, eV/Å:
-1.813 -0.266 -2.701
0.925 0.129 4.696
2.872 -0.041 -1.965
0.044 0.269 0.171
1.233 0.196 -0.886
0.974 0.155 0.480
-2.824 -0.246 -1.635
-1.410 -0.196 1.840

## Properties
Gap between HOMO and LUMO: 9.2 eV
Molecular weight: 170.96 g/mol
LUMO level: -5.420 eV
Largest force on an atom: 4.79 eV/Å
Charge: +1
Spin multiplicity: 1
DFT total energy: -447.4271 Eh
Structure (SMILES): [NH2+]=CNI
E_HOMO: -14.63 eV
Energy above the lowest of the compared OMol25 structures with the same formula, charge and spin: 78.6 kJ/mol

***

CH4INO | ωB97M-V/def2-TZVPD

Atoms and positions in Å:
C (-0.6703, 0.5849, -1.3973)
N (0.4985, -0.7735, 1.4199)
O (1.5042, 0.0086, 1.2534)
I (1.1240, 1.4170, -0.7935)
H (-0.7122, -0.3357, -1.9764)
H (-1.6156, 0.9608, -0.9508)
H (0.3082, -1.4358, 0.6448)
H (-0.4369, -0.4262, 1.8000)

Cartesian forces, eV/Å:
-0.116 0.378 0.822
-1.926 -0.613 -0.352
-0.150 -0.521 1.199
-1.459 0.137 -1.529
0.381 0.344 0.100
1.036 -0.135 -0.363
0.413 0.332 0.515
1.821 0.079 -0.392

## Properties
Gap between HOMO and LUMO (spin up / spin down): 8.1 / 8.3 eV
Molecular weight: 172.95 g/mol
LUMO level (spin up / spin down): 0.052 / -0.348 eV
Largest force on an atom: 2.12 eV/Å
Charge: 0
Spin multiplicity: 1
DFT total energy: -468.0020 Eh
E_HOMO (spin up / spin down): -8.06 / -8.62 eV
Energy above the lowest of the compared OMol25 structures with the same formula, charge and spin: 301.0 kJ/mol

***

CH4INS | ωB97M-V/def2-TZVPD

Atoms and positions in Å:
C (0.7381, 0.1830, 1.2494)
N (0.3674, -0.9544, 0.8244)
S (-1.1273, 0.8039, -1.6798)
I (-0.6281, -2.3073, 1.8391)
H (0.5740, 0.5301, 2.1988)
H (1.3855, 0.6980, 0.5817)
H (-0.9484, 1.4337, -2.8864)
H (-0.3612, -0.3869, -2.1272)

Cartesian forces, eV/Å:
-0.006 -2.553 -1.484
1.060 1.190 -1.398
1.533 -1.776 -1.581
-0.774 -0.570 1.016
-0.540 1.081 2.443
0.260 0.815 -0.555
-0.141 -0.394 0.695
-1.392 2.207 0.863

## Properties
Gap between HOMO and LUMO: 9.4 eV
Molecular weight: 189.02 g/mol
LUMO level: 0.312 eV
Largest force on an atom: 2.95 eV/Å
Charge: 0
Spin multiplicity: 1
DFT total energy: -791.0598 Eh
E_HOMO: -9.11 eV
Energy above the lowest of the compared OMol25 structures with the same formula, charge and spin: 148.5 kJ/mol

***

CH4INS | ωB97M-V/def2-TZVPD

Atoms and positions in Å:
C (1.2614, 0.1666, -0.7359)
N (0.7762, 0.8053, 0.4078)
S (1.7009, 1.4443, 1.4815)
I (-4.0962, -0.6779, 0.3892)
H (2.3124, 0.0737, -0.7573)
H (0.6555, -0.7056, -0.6507)
H (0.9167, 0.4948, -1.6768)
H (-3.5268, -1.6012, 1.5423)

Cartesian forces, eV/Å:
-1.327 -1.263 -0.261
0.522 2.143 1.416
-0.405 0.222 0.370
-0.156 0.266 -0.337
1.086 -0.599 -0.001
0.529 -1.963 -0.456
-0.418 1.457 -1.065
0.168 -0.263 0.334

## Properties
Gap between HOMO and LUMO (spin up / spin down): 8.6 / 8.7 eV
Molecular weight: 189.02 g/mol
LUMO level (spin up / spin down): 0.702 / -1.409 eV
Largest force on an atom: 2.62 eV/Å
Charge: 0
Spin multiplicity: 3
DFT total energy: -791.0283 Eh
E_HOMO (spin up / spin down): -7.91 / -10.08 eV
Energy above the lowest of the compared OMol25 structures with the same formula, charge and spin: 48.5 kJ/mol

***

CH4IOPS | ωB97M-V/def2-TZVPD

Atoms and positions in Å:
C (-1.1193, -0.3799, -0.6820)
O (2.2942, -0.8376, 0.5466)
P (-0.3203, 0.2656, 0.8278)
S (1.8022, 0.6495, 0.0873)
I (-1.3136, 2.5300, 0.7504)
H (-2.2394, -0.3770, -0.5530)
H (-0.9677, -1.3720, -0.8128)
H (-0.8495, 0.1912, -1.4732)
H (2.7135, -0.6698, 1.3090)

Cartesian forces, eV/Å:
-3.271 0.246 3.212
-2.062 -1.239 -4.378
1.276 -0.818 -0.716
-1.509 0.781 0.428
-0.219 1.365 -0.010
0.908 0.667 -0.092
1.257 -3.094 -0.608
0.845 1.662 -2.438
2.774 0.430 4.602

## Properties
Gap between HOMO and LUMO (spin up / spin down): 5.3 / 5.8 eV
Molecular weight: 221.99 g/mol
LUMO level (spin up / spin down): -0.147 / -3.348 eV
Largest force on an atom: 5.39 eV/Å
Charge: 0
Spin multiplicity: 3
DFT total energy: -1152.8240 Eh
E_HOMO (spin up / spin down): -5.41 / -9.14 eV
Energy above the lowest of the compared OMol25 structures with the same formula, charge and spin: 349.6 kJ/mol

***

CH4InO | ωB97M-V/def2-TZVPD

Atoms and positions in Å:
In (8.8612, -24.0798, 16.1925)
C (10.4691, -28.4945, 11.8634)
O (10.6593, -27.2152, 12.3752)
H (10.4750, -29.2814, 12.6177)
H (9.5492, -28.6020, 11.2888)
H (11.2514, -28.6221, 11.1152)
H (11.0422, -26.7281, 11.6419)

Cartesian forces, eV/Å:
-0.171 0.361 0.431
3.566 2.580 4.060
-1.133 -4.102 -0.144
-1.051 -0.128 1.005
-2.246 -0.470 -2.011
0.330 -0.063 -2.132
0.705 1.823 -1.210

## Properties
Gap between HOMO and LUMO: 2.5 eV
Molecular weight: 146.86 g/mol
LUMO level: -22.067 eV
Largest force on an atom: 5.99 eV/Å
Charge: +3
Spin multiplicity: 1
DFT total energy: -304.2517 Eh
E_HOMO: -24.57 eV
Energy above the lowest of the compared OMol25 structures with the same formula, charge and spin: 14.6 kJ/mol

***

CH4N2 | ωB97M-V/def2-TZVPD

Atoms and positions in Å:
H (1.4374, -0.9282, 0.5114)
N (0.7192, -1.3324, -0.0881)
C (-0.1623, -0.4437, -0.3122)
N (-0.2474, 0.8464, 0.1238)
H (-0.9899, -0.7652, -1.0019)
H (-1.1445, 1.3161, 0.0684)
H (0.3875, 1.3072, 0.6985)

Cartesian forces, eV/Å:
0.228 -0.203 0.190
0.135 0.593 0.034
-0.667 -1.056 -0.781
-1.984 0.068 -1.086
0.532 0.617 0.781
0.359 -0.291 -0.182
1.396 0.271 1.044

## Properties
Gap between HOMO and LUMO: 10.5 eV
Molecular weight: 44.06 g/mol
LUMO level: 1.026 eV
Largest force on an atom: 2.26 eV/Å
Charge: 0
Spin multiplicity: 1
DFT total energy: -150.0001 Eh
Structure (SMILES): [H]/N=C\N
E_HOMO: -9.43 eV
Energy above the lowest of the compared OMol25 structures with the same formula, charge and spin: 113.0 kJ/mol

***

CH4N2O | ωB97M-V/def2-TZVPD

Atoms and positions in Å:
H (2.2895, -0.3733, 0.0444)
N (1.6015, 0.2253, -0.3434)
C (0.4866, -0.4408, -0.0980)
N (-0.5162, 0.4314, 0.2151)
O (-1.6601, -0.2144, -0.3951)
H (0.4681, -1.3229, 0.6242)
H (-0.1483, 1.3484, -0.2155)
H (-2.5211, 0.3463, 0.1682)

Cartesian forces, eV/Å:
1.679 -0.673 -0.264
-2.376 -1.759 -0.204
3.957 1.971 3.958
-0.591 0.193 -1.989
-4.657 4.177 2.882
-0.092 0.174 -1.885
-1.578 -1.198 0.194
3.658 -2.884 -2.692

## Properties
Gap between HOMO and LUMO: 9.9 eV
Molecular weight: 60.06 g/mol
LUMO level: 0.368 eV
Largest force on an atom: 6.89 eV/Å
Charge: 0
Spin multiplicity: 1
DFT total energy: -225.1080 Eh
Structure (SMILES): [H]/N=C/NO
E_HOMO: -9.56 eV
Energy above the lowest of the compared OMol25 structures with the same formula, charge and spin: 483.2 kJ/mol

***

Question: Which value of energy above the lowest of the compared OMol25 structures with the same formula, charge and spin does entry 9 give?
Answer: 113.0 kJ/mol

***

What did the eighth record say?
CH4InO | ωB97M-V/def2-TZVPD

Atoms and positions in Å:
In (8.8612, -24.0798, 16.1925)
C (10.4691, -28.4945, 11.8634)
O (10.6593, -27.2152, 12.3752)
H (10.4750, -29.2814, 12.6177)
H (9.5492, -28.6020, 11.2888)
H (11.2514, -28.6221, 11.1152)
H (11.0422, -26.7281, 11.6419)

Cartesian forces, eV/Å:
-0.171 0.361 0.431
3.566 2.580 4.060
-1.133 -4.102 -0.144
-1.051 -0.128 1.005
-2.246 -0.470 -2.011
0.330 -0.063 -2.132
0.705 1.823 -1.210

## Properties
Gap between HOMO and LUMO: 2.5 eV
Molecular weight: 146.86 g/mol
LUMO level: -22.067 eV
Largest force on an atom: 5.99 eV/Å
Charge: +3
Spin multiplicity: 1
DFT total energy: -304.2517 Eh
E_HOMO: -24.57 eV
Energy above the lowest of the compared OMol25 structures with the same formula, charge and spin: 14.6 kJ/mol

***

Please write out number 8 again, unchanged.
CH4InO | ωB97M-V/def2-TZVPD

Atoms and positions in Å:
In (8.8612, -24.0798, 16.1925)
C (10.4691, -28.4945, 11.8634)
O (10.6593, -27.2152, 12.3752)
H (10.4750, -29.2814, 12.6177)
H (9.5492, -28.6020, 11.2888)
H (11.2514, -28.6221, 11.1152)
H (11.0422, -26.7281, 11.6419)

Cartesian forces, eV/Å:
-0.171 0.361 0.431
3.566 2.580 4.060
-1.133 -4.102 -0.144
-1.051 -0.128 1.005
-2.246 -0.470 -2.011
0.330 -0.063 -2.132
0.705 1.823 -1.210

## Properties
Gap between HOMO and LUMO: 2.5 eV
Molecular weight: 146.86 g/mol
LUMO level: -22.067 eV
Largest force on an atom: 5.99 eV/Å
Charge: +3
Spin multiplicity: 1
DFT total energy: -304.2517 Eh
E_HOMO: -24.57 eV
Energy above the lowest of the compared OMol25 structures with the same formula, charge and spin: 14.6 kJ/mol